A molecular structure, C10H30CuNO8S5 at a distorted geometry, computed with wB97M-V/def2-TZVPD.

Summary:
- total charge = +2
- spin multiplicity = 3
- HOMO level (alpha / beta) (eV) = -14.1 / -14.0
- HOMO-LUMO gap (alpha / beta) (eV) = 8.51 / 3.94
- energy above the lowest of the compared OMol25 structures with the same formula, charge and spin (eV) = 0.543

Each line ends with the Mulliken charge.
Positions of all 55 atoms, in Å:
Cu: -3.090 0.911 1.140  0.556
N: 0.068 -0.207 0.653  0.938
O: 0.734 0.790 0.787  -0.660
O: 0.538 -1.190 0.176  -0.608
O: -1.144 -0.148 0.834  0.014
C: -0.882 -0.078 4.988  -0.800
S: -1.959 1.390 4.597  0.355
O: -2.249 1.212 3.089  -0.290
C: -3.500 1.036 5.583  -0.764
H: -0.451 0.138 5.966  0.489
H: -0.065 -0.130 4.268  0.244
H: -1.439 -1.007 5.113  0.190
H: -3.378 1.167 6.658  0.389
H: -3.780 0.026 5.281  0.177
H: -4.285 1.702 5.227  0.341
C: -1.351 -2.905 2.881  -0.639
S: -3.143 -2.445 3.147  0.355
O: -3.199 -1.115 2.459  -0.293
C: -3.891 -3.539 1.839  -1.013
H: -1.018 -3.914 3.122  0.483
H: -0.717 -2.297 3.527  0.118
H: -1.040 -2.671 1.863  0.100
H: -3.509 -4.555 1.937  0.405
H: -3.549 -3.206 0.859  0.266
H: -4.980 -3.550 1.849  0.350
C: -2.080 -0.176 -3.311  -0.855
S: -2.575 1.413 -2.543  0.342
O: -2.905 1.030 -1.096  -0.271
C: -0.857 2.001 -2.410  -0.852
H: -2.878 -0.869 -3.578  0.391
H: -1.452 -0.717 -2.604  0.175
H: -1.488 0.190 -4.150  0.389
H: -0.468 2.182 -3.412  0.552
H: -0.198 1.262 -1.954  -0.023
H: -0.800 2.926 -1.836  0.431
C: 2.647 2.697 -1.082  -0.794
S: 2.536 2.498 -2.846  0.608
O: 1.740 3.666 -3.431  -0.611
C: 4.307 2.957 -3.221  -1.212
H: 1.587 2.752 -0.832  0.174
H: 3.228 3.577 -0.807  0.499
H: 3.094 1.849 -0.564  0.252
H: 4.519 2.854 -4.285  0.372
H: 5.017 2.475 -2.550  0.368
H: 4.351 4.038 -3.087  0.422
C: 2.772 -1.506 -4.003  -0.828
S: 4.315 -0.996 -3.142  0.717
O: 5.410 -1.998 -3.436  -0.280
C: 3.592 -1.116 -1.432  -0.493
H: 2.941 -1.140 -5.016  0.366
H: 1.815 -1.141 -3.630  0.265
H: 2.753 -2.560 -4.279  0.428
H: 4.352 -0.921 -0.675  0.446
H: 3.290 -2.159 -1.331  0.407
H: 2.716 -0.481 -1.300  -0.088